# 1
Computed, not measured: a single C5H3ClN2 molecule in a non-equilibrium geometry, with ωB97M-V/def2-TZVPD.

Cartesian coordinates (Å):
Cl  -0.145  0.917  -1.176
N  -3.049  0.807  0.888
N  -0.629  -2.770  -0.700
C  -1.064  -1.698  -0.618
C  1.828  0.528  0.534
C  1.446  1.199  -0.685
C  -2.483  0.178  0.104
C  -1.635  -0.472  -0.737
H  2.180  1.404  1.009
H  0.969  0.081  1.249
H  2.581  -0.174  0.132

## Properties
* HOMO-LUMO gap (alpha / beta): 6.845 / 6.851 eV
* spin multiplicity: 1

# 2
Computed, not measured: a single C25H18O5 molecule in a non-equilibrium geometry, with ωB97M-V/def2-TZVPD.

Cartesian coordinates (Å):
O  -0.214  3.643  -3.117
O  -2.277  0.980  0.266
O  1.627  -3.136  4.446
O  -0.402  -3.667  5.491
O  -0.684  3.479  -5.379
C  -0.104  3.873  -6.553
C  -1.045  -0.927  -1.812
C  -1.215  1.330  -0.581
C  -0.867  -0.892  0.739
C  2.174  3.575  -5.674
C  -0.805  1.456  -2.784
C  0.667  -4.052  6.338
C  -0.551  -1.557  1.911
C  -0.535  -3.017  1.954
C  1.916  -4.103  5.475
C  -1.051  0.607  0.795
C  -0.970  2.770  -0.867
C  0.045  -1.463  4.334
C  -0.504  0.672  3.216
C  -0.804  1.383  2.076
C  -0.337  -0.789  3.190
C  0.204  -2.997  4.376
C  -0.229  -3.689  3.133
C  -1.044  -1.572  -0.602
C  1.259  3.940  -6.733
C  -0.661  2.751  -2.217
C  -1.044  0.522  -1.803
C  1.613  3.042  -4.516
C  -0.438  1.433  -4.212
C  0.117  2.900  -4.328
H  -0.838  -3.666  1.098
H  -0.955  3.596  -0.159
H  -0.357  1.174  4.159
H  2.807  -3.851  6.077
H  0.514  -4.968  6.894
H  -1.034  -2.670  -0.691
H  3.239  3.594  -5.770
H  0.846  -3.262  7.046
H  -1.317  1.283  -4.880
H  0.179  -0.924  5.234
H  2.222  2.739  -3.681
H  1.985  -5.114  5.014
H  -0.260  -4.769  3.180
H  -0.953  2.450  2.158
H  1.608  4.309  -7.702
H  0.327  0.669  -4.393
H  -0.766  4.275  -7.311
H  -1.094  -1.360  -2.833

## Properties
* HOMO-LUMO gap: 6.646 eV
* spin multiplicity: 1

# 3
Computed, not measured: a molecular structure, C6H18BF4O3RbS3 in a non-equilibrium geometry, with ωB97M-V/def2-TZVPD.

Cartesian coordinates (Å):
Rb  -0.662  -0.215  -0.091
S  -3.165  -0.185  2.139
S  1.486  0.771  -3.238
S  3.178  0.978  2.287
F  -0.180  -2.672  -2.255
F  -0.901  -2.928  -0.166
F  -2.374  -2.283  -1.844
F  -1.537  -4.474  -1.728
O  1.139  0.796  -1.775
O  -1.799  -0.838  2.283
O  4.320  0.106  1.838
C  -4.369  -1.347  1.427
C  3.309  0.697  -3.344
C  2.717  1.869  0.832
C  1.288  2.426  -3.934
C  1.725  -0.155  2.442
C  -3.822  -0.132  3.822
B  -1.304  -3.125  -1.485
H  3.701  -0.193  -2.854
H  3.712  1.536  -2.774
H  3.193  2.846  0.766
H  1.816  -0.940  1.698
H  -5.341  -0.857  1.510
H  -4.830  0.271  3.744
H  -3.208  0.469  4.489
H  -3.791  -1.136  4.247
H  2.837  1.361  -0.125
H  1.678  -0.441  3.489
H  0.248  2.613  -4.218
H  -4.367  -2.341  1.870
H  1.704  2.516  -4.945
H  0.857  0.506  2.349
H  -4.171  -1.468  0.360
H  1.690  3.199  -3.283
H  3.587  0.703  -4.394
H  1.636  2.068  0.861

## Properties
* HOMO-LUMO gap: 8.668 eV
* spin multiplicity: 1

# 4
Computed, not measured: 2 unconnected molecules or ions with the total composition C3H12N2S in a non-equilibrium geometry, with ωB97M-V/def2-TZVPD.

Cartesian coordinates (Å):
S  3.521  0.299  1.741
N  -1.216  0.685  -2.439
N  -1.077  -0.916  -0.581
C  1.788  -0.013  0.861
C  -1.877  0.191  -1.255
C  0.519  0.482  1.717
H  0.013  1.332  1.266
H  -1.693  -1.107  0.216
H  1.816  -1.097  0.651
H  -1.409  -0.168  -2.957
H  1.815  0.679  -0.062
H  -2.904  -0.213  -1.542
H  3.602  -1.042  1.865
H  -0.329  1.007  -2.199
H  0.993  0.926  2.673
H  -1.237  -1.763  -1.194
H  -0.147  -0.323  1.907
H  -2.178  1.040  -0.668

## Properties
* HOMO-LUMO gap: 9.699 eV
* spin multiplicity: 1

In hartree, the electronic energy values for the records above are, in order, -761.7392; -1339.4436; -2108.2607; -629.1225.